[1]
Molecular formula: C18H19N3O3
Method: DFT, ωB97M-V/def2-TZVPD

The calculation puts the electronic energy at -29569.6933 eV. The calculation puts the HOMO-LUMO gap at 6.7 eV. The value obtained for the LUMO energy is -0.038 Eh. As for the highest occupied orbital energy: -7.724 eV. As for the net charge: 0.

Positions of all 43 atoms, in Å:
C (-5.483, -1.256, 0.368)
N (-4.633, -0.140, -0.234)
C (-4.051, 0.816, 0.758)
C (-2.873, 0.092, 1.365)
N (-1.922, -0.350, 0.215)
C (-0.933, 0.553, 0.188)
C (-0.989, 1.853, 0.755)
C (0.151, 2.843, 0.328)
C (1.293, 2.376, -0.231)
C (1.454, 0.983, -0.570)
C (0.273, 0.375, -0.429)
C (0.515, -1.115, -1.036)
O (0.102, -1.893, -2.013)
C (1.717, -1.822, -0.158)
C (2.061, -1.558, 0.969)
C (3.004, -2.267, 1.872)
C (3.751, -3.453, 1.170)
C (3.305, -3.721, -0.082)
C (2.438, -2.879, -0.878)
H (1.997, -3.214, -1.694)
H (3.794, -4.496, -0.743)
H (4.387, -3.726, 1.784)
H (3.356, -1.835, 2.804)
H (1.506, -0.675, 1.767)
H (2.340, 0.843, -1.228)
N (2.557, 3.228, -0.287)
O (3.480, 2.570, -0.818)
O (2.420, 4.503, 0.123)
H (0.043, 3.814, 0.886)
H (-1.770, 2.337, 1.090)
C (-2.485, -0.972, -0.667)
C (-3.813, -0.499, -1.341)
H (-3.482, 0.487, -1.724)
H (-4.233, -1.299, -1.956)
H (-2.753, -2.105, -0.127)
H (-1.752, -1.054, -1.387)
H (-3.153, -0.820, 1.704)
H (-2.505, 0.800, 2.417)
H (-3.992, 1.727, 0.327)
H (-5.064, 1.028, 1.665)
H (-5.920, -1.850, -0.394)
H (-6.460, -0.809, 1.175)
H (-5.032, -2.027, 0.877)



[2]
Molecular formula: C4H8AuO3
Method: DFT, ωB97M-V/def2-TZVPD

The calculation puts the electronic energy at -14098.7415 eV. The calculation puts the HOMO-LUMO gap (alpha / beta) at 8.1 / 7.0 eV. The value obtained for the LUMO energy (alpha / beta) is -0.175 / -0.289 Eh. As for the highest occupied orbital energy (alpha / beta): -12.841 / -14.850 eV. As for the net charge: +1. As for the spin multiplicity: 3.

Positions of all 16 atoms, in Å:
O (-2.959, -0.381, 0.371)
C (-2.789, 0.758, -0.295)
O (-1.296, 1.082, -0.233)
C (-0.454, 0.527, -1.225)
C (0.890, 0.219, -0.604)
O (0.714, -0.561, 0.575)
C (1.918, -0.974, 1.202)
Au (-1.151, -0.722, 1.185)
H (-3.210, 1.644, 0.230)
H (-0.304, 1.249, -2.041)
H (-0.905, -0.388, -1.642)
H (1.398, 1.149, -0.304)
H (1.506, -0.347, -1.319)
H (1.654, -1.516, 2.116)
H (2.465, -1.645, 0.524)
H (2.523, -0.093, 1.461)



[3]
Molecular formula: H18NO7
Method: DFT, ωB97M-V/def2-TZVPD

The calculation puts the electronic energy at -16106.6760 eV. The calculation puts the HOMO-LUMO gap at 10.8 eV. The value obtained for the LUMO energy is -0.112 Eh. As for the highest occupied orbital energy: -13.890 eV. As for the net charge: +1.

Positions of all 26 atoms, in Å:
N (17.083, 43.765, 47.936)
H (17.574, 44.196, 48.818)
H (16.537, 42.843, 48.226)
H (17.809, 43.563, 47.397)
H (16.524, 44.390, 47.443)
O (20.151, 43.089, 48.458)
H (20.804, 43.766, 48.372)
H (20.708, 42.309, 48.634)
O (18.680, 43.428, 50.036)
H (18.907, 42.879, 50.677)
H (19.317, 43.485, 49.277)
O (17.776, 46.209, 50.397)
H (16.779, 46.292, 50.499)
H (18.054, 45.245, 50.673)
O (13.980, 44.160, 48.149)
H (13.730, 43.423, 47.734)
H (13.593, 44.364, 48.992)
O (15.515, 42.721, 45.311)
H (15.658, 43.359, 44.731)
H (14.879, 42.100, 44.936)
O (16.520, 40.237, 48.456)
H (15.956, 40.166, 47.701)
H (17.358, 39.781, 48.248)
O (17.568, 45.491, 45.264)
H (18.006, 45.024, 44.418)
H (16.708, 45.659, 45.045)



[4]
Molecular formula: C3H3N2S
Method: DFT, ωB97M-V/def2-TZVPD

Its SMILES is [S-]c1ncc[nH]1. The calculation puts the electronic energy at -16975.1208 eV. The calculation puts the HOMO-LUMO gap at 6.5 eV. The value obtained for the LUMO energy is 0.152 Eh. As for the highest occupied orbital energy: -2.322 eV. As for the net charge: -1.

Positions of all 9 atoms, in Å:
S (3.733, 0.333, 0.121)
C (2.193, -0.250, -0.026)
N (1.637, -1.391, -0.006)
C (0.278, -1.238, -0.028)
C (-0.088, 0.070, -0.026)
N (1.016, 0.890, 0.042)
H (-0.324, -2.132, -0.020)
H (-1.098, 0.428, -0.169)
H (0.861, 1.983, 0.316)



[5]
Molecular formula: C2H5N2S3
Method: DFT, ωB97M-V/def2-TZVPD

The calculation puts the electronic energy at -37629.6667 eV. The calculation puts the HOMO-LUMO gap (alpha / beta) at 9.1 / 5.0 eV. The value obtained for the LUMO energy (alpha / beta) is -0.132 / -0.285 Eh. As for the highest occupied orbital energy (alpha / beta): -12.695 / -12.793 eV. As for the net charge: +1. As for the spin multiplicity: 3.

Positions of all 12 atoms, in Å:
C (-0.034, 1.320, -0.656)
C (0.458, -0.540, 0.577)
N (-0.473, 0.439, 0.187)
N (1.293, 1.294, -0.685)
S (2.150, 0.257, 0.328)
S (0.511, -2.103, -0.332)
S (-2.467, -0.423, -0.177)
H (-0.709, 1.785, -1.394)
H (0.346, -0.729, 1.679)
H (1.946, 1.992, -1.093)
H (-0.161, -2.917, 0.429)
H (-2.859, -0.374, 1.137)